# 1
# C26H32BrF4N4PPt

A molecular structure, C26H32BrF4N4PPt (the ωB97M-V functional and the def2-TZVPD basis, OMol25).

Calculated values
- Energy relative to the best compared isomer or geometry (same formula, charge and spin): 0.0 kcal/mol
- F_max: 0.55 eV Å⁻¹
- LUMO (spin up / spin down): -0.1875 / -0.2481 Ha
- Kohn-Sham gap (spin up / spin down): 8.0 / 7.9 eV
- ⟨S²⟩: 6.02

Structure (ORCA input):
```
! RIJCOSX wB97M-V def2-TZVPD def2/J DEFGRID3
* xyz 2 5
Pt 0.46336 -0.15253 -0.18586
N -1.58946 -0.97404 0.62115
C -2.70253 -0.02948 0.39551
C -2.21336 1.40411 0.52059
N -1.01151 1.67952 -0.29469
C -1.24158 1.98596 -1.72192
C -1.36678 0.74415 -2.58811
N -0.20684 -0.14914 -2.38144
H -1.42915 -1.09001 1.61876
H -1.81069 -1.89902 0.26273
H -3.11481 -0.22403 -0.59130
H -3.51322 -0.18770 1.10836
H -3.02456 2.08960 0.26089
H -1.94293 1.60186 1.55973
H -0.52301 2.46418 0.12081
H -2.12643 2.61470 -1.85203
H -0.38103 2.56368 -2.06403
H -2.26524 0.18013 -2.35231
H -1.45230 1.04912 -3.63240
H -0.39830 -1.08171 -2.73290
H 0.60916 0.19138 -2.88304
F 3.35849 -3.39379 5.58866
C 2.89411 -3.16590 4.38144
C 2.91400 -4.16412 3.42495
F 3.39620 -5.35389 3.71948
C 2.42009 -3.90093 2.15740
F 2.45192 -4.89840 1.27824
C 1.90035 -2.66401 1.79571
P 1.37578 -2.37909 0.07366
C 2.78465 -2.81465 -0.96920
C 3.74615 -1.83455 -1.21028
C 4.86609 -2.12404 -1.97228
C 5.02045 -3.39192 -2.51683
C 4.05847 -4.36862 -2.29286
C 2.94420 -4.08739 -1.51725
C 0.05592 -3.56615 -0.25017
C -0.31030 -3.79318 -1.57946
C -1.39193 -4.60892 -1.87403
C -2.12031 -5.19608 -0.84557
C -1.76112 -4.97362 0.47553
C -0.67363 -4.16172 0.77585
C 1.88240 -1.68339 2.79008
Br 1.16794 0.05717 2.53114
C 2.37084 -1.92069 4.05931
F 2.34804 -0.98295 4.99362
H 3.62132 -0.84572 -0.78690
H 5.61664 -1.36365 -2.14521
H 5.89100 -3.61984 -3.11697
H 4.17807 -5.35571 -2.71829
H 2.20680 -4.86039 -1.34463
H 0.27809 -3.36977 -2.38781
H -1.65865 -4.80098 -2.90482
H -2.95778 -5.84052 -1.07636
H -2.31825 -5.44257 1.27548
H -0.39622 -4.00487 1.81148
C 2.34955 3.44858 -0.53571
C 2.97961 2.10853 -0.95278
C 4.27072 1.86529 -0.14834
C 3.26352 2.07925 -2.46574
N 2.06081 1.06414 -0.66046
H 3.05315 4.24886 -0.76530
H 2.14872 3.47106 0.53626
H 1.43027 3.64709 -1.08793
H 4.98045 2.65420 -0.39560
H 4.72265 0.90576 -0.39717
H 4.07354 1.89676 0.92285
H 4.08800 2.75849 -2.68032
H 2.39274 2.41057 -3.03423
H 3.54832 1.07871 -2.79401
*
```

***

# 2
# C26H32BrLaO4

A molecular structure, C26H32BrLaO4 (the ωB97M-V functional and the def2-TZVPD basis, OMol25).

Calculated values
- Energy relative to the best compared isomer or geometry (same formula, charge and spin): 0.0 kcal/mol
- F_max: 2.76 eV Å⁻¹
- LUMO: -0.0137 Ha
- Kohn-Sham gap: 7.0 eV

Structure (ORCA input):
```
! RIJCOSX wB97M-V def2-TZVPD def2/J DEFGRID3
* xyz 0 1
O -0.47741 0.63852 -3.26663
C -1.47917 1.66871 -3.57008
C -2.29842 0.73561 -4.46447
H -0.89525 2.46883 -4.03267
H -1.95519 2.11931 -2.65936
C -1.07627 -0.26619 -4.27018
H -2.57176 1.08685 -5.46341
H -3.15172 0.34385 -3.83419
C -0.01884 -0.37800 -5.37935
H 0.50684 0.59160 -5.54841
H -0.51347 -0.64245 -6.31874
H 0.69334 -1.16175 -5.08000
C -1.63184 -1.52478 -3.62294
H -2.56100 -1.26492 -3.09419
H -0.95609 -1.98392 -2.87258
H -1.89167 -2.22736 -4.43207
La 0.41622 1.18830 0.02638
C -1.61318 -0.68577 0.80818
C -1.63225 0.36465 1.77369
C -2.13166 1.54389 1.13959
H -1.43386 0.22651 2.83114
C -2.45300 1.21137 -0.21072
C -2.11471 -0.16178 -0.41885
H -2.37803 -0.75294 -1.28775
H -1.34589 -1.71525 1.00974
H -2.27724 2.50908 1.63076
H -3.01877 1.83009 -0.91237
C 1.95068 -1.12634 0.62347
C 0.94204 -1.64519 -0.23833
C 1.18035 -1.11980 -1.54594
H 0.21433 -2.39172 0.04381
C 2.27573 -0.20811 -1.47008
C 2.76013 -0.21342 -0.12090
H 3.63335 0.30584 0.25437
H 2.16757 -1.51970 1.61695
H 0.79670 -1.54226 -2.46501
H 2.72594 0.25873 -2.34572
O 0.83725 3.71133 -3.87699
C 0.43685 3.43939 -5.30936
C 0.58297 4.70957 -6.17059
H -0.63804 3.09956 -5.29248
H 1.01267 2.55314 -5.68650
C 0.86885 5.83485 -5.16752
H -0.33668 4.96112 -6.70631
H 1.36379 4.63833 -6.94686
C 1.11887 5.15331 -3.77347
H -0.01335 6.48263 -5.14325
H 1.70165 6.45530 -5.51019
H 0.43552 5.65169 -3.04226
H 2.18547 5.33186 -3.50916
Br 0.27928 -2.22957 3.42940
C 0.49678 -0.77234 4.63588
C 0.01351 -0.86320 5.95114
C 0.53568 -0.00945 6.95040
C 1.39827 1.03753 6.59137
C 1.67820 1.26869 5.26353
C 1.28734 0.34347 4.30595
C 1.82473 0.67061 2.97077
O 3.00563 0.44105 2.72299
O 0.93252 1.22884 2.16549
H -0.70507 -1.62528 6.22515
H 0.30911 -0.18925 7.99116
H 1.84564 1.70119 7.32872
H 2.28818 2.09311 4.89040
*
```

***

# 3
# C26H32ClO4Zn

A molecular structure, C26H32ClO4Zn (the ωB97M-V functional and the def2-TZVPD basis, OMol25).

Calculated values
- Energy relative to the best compared isomer or geometry (same formula, charge and spin): 55.5 kcal/mol
- F_max: 3.95 eV Å⁻¹
- LUMO: 0.0691 Ha
- Kohn-Sham gap: 4.9 eV

Structure (ORCA input):
```
! RIJCOSX wB97M-V def2-TZVPD def2/J DEFGRID3
* xyz -1 1
O -0.12338 1.92855 -3.24046
C -0.81956 3.14770 -3.64555
C -1.13832 2.59537 -5.04105
H -0.19357 4.05202 -3.60804
H -1.68513 3.28862 -3.01226
C -0.25306 1.42907 -4.59593
H -0.65206 3.11046 -5.88722
H -2.20279 2.33788 -5.16974
C 1.07201 1.39981 -5.34475
H 1.57144 2.39630 -5.34770
H 0.85816 1.18168 -6.40833
H 1.74212 0.65264 -4.89889
C -0.90312 0.08577 -4.67953
H -1.96651 0.26366 -4.70344
H -0.59833 -0.55639 -3.87426
H -0.65842 -0.26467 -5.68199
Zn 0.51449 0.71737 1.60287
C -3.00018 -0.57810 0.44262
C -2.45433 0.03170 1.57430
C -1.57189 1.12710 1.14860
H -2.61194 -0.29220 2.60893
C -1.80450 1.24555 -0.29510
C -2.59540 0.16883 -0.72022
H -2.84909 -0.08186 -1.74926
H -3.59503 -1.49904 0.39586
H -1.35634 2.02116 1.76707
H -1.42009 2.02878 -0.93779
C -0.55772 -3.39284 0.46096
C -0.88009 -2.89511 -0.85583
C -0.25801 -1.61681 -1.00346
H -1.49293 -3.40652 -1.61028
C 0.43956 -1.29630 0.21412
C 0.28535 -2.42494 1.08513
H 0.75120 -2.50130 2.07063
H -0.93624 -4.31475 0.91258
H -0.30166 -0.93038 -1.86215
H 1.19735 -0.47127 0.28027
O 1.93272 1.56925 0.23053
C 2.53706 2.23040 -0.97510
C 3.43828 3.36274 -0.49677
H 1.67343 2.55342 -1.56871
H 3.09395 1.48270 -1.54896
C 3.40776 3.33980 1.03801
H 3.14424 4.33969 -0.89447
H 4.46017 3.19370 -0.83481
C 2.47615 2.18792 1.45816
H 2.99233 4.26722 1.43175
H 4.41372 3.21390 1.46632
H 1.57452 2.61596 2.00191
H 3.02555 1.39098 2.04109
Cl -2.28992 -6.33369 4.84076
C -1.44996 -4.81989 4.83906
C -0.70165 -4.40474 5.94408
C -0.01501 -3.17725 5.88970
C -0.20396 -2.30477 4.78644
C -1.05679 -2.71677 3.75913
C -1.53785 -4.00354 3.70309
C 0.69907 -1.07240 4.49743
O 1.78068 -1.05804 5.10337
O 0.30754 -0.17692 3.61516
H -0.65638 -5.06614 6.80168
H 0.65265 -2.92502 6.71670
H -1.26244 -2.01030 2.97035
H -1.98783 -4.36577 2.79339
*
```